Here is a structure of composition C34H81N5NaO7 at a distorted geometry from the Open Molecules 2025 dataset. Energies are from the ωB97M-V functional and the def2-TZVPD basis.

Calculated values
spin multiplicity = 1
energy = -2306.43247 hartree
total charge = -1

```
128
C34H81N5NaO7 | the Open Molecules 2025 dataset | the ωB97M-V functional and the def2-TZVPD basis
Na -5.96866 -27.21701 1.22660
O 2.88046 -26.50745 8.20430
O -7.73980 -32.01390 2.50016
O -5.35497 -26.33168 3.64140
O -6.17312 -24.13033 6.09009
O -7.29404 -28.16590 6.42290
O -3.17352 -30.80604 -1.11647
O -0.71039 -23.92864 1.91531
N 1.52676 -26.68056 7.99361
N -4.05507 -25.16735 1.09330
N -7.45261 -23.08089 3.76764
N -1.78950 -30.58315 -1.06836
N -6.44433 -29.69455 3.89731
C -7.23147 -21.45502 5.45862
C -0.76108 -26.81352 8.78713
C -1.87721 -24.78898 1.92521
C -6.47484 -22.36029 4.52483
C -1.07698 -32.42893 -2.71658
C -1.45957 -30.06693 -3.41403
C -4.25346 -26.80784 4.43952
C -0.99383 -32.22136 0.62186
C -3.47203 -22.87058 1.80968
C -5.56716 -24.72594 7.29652
C -7.14160 -29.73377 8.28191
C -3.01882 -24.17838 1.22258
C 0.12798 -29.87704 0.31485
C 0.76985 -25.21436 9.84680
C -6.83767 -32.27507 1.38171
C -0.40788 -26.21356 6.41897
C -5.47864 -23.20592 5.29444
C -0.95289 -30.91252 -2.24973
C 0.47889 -30.66594 -1.96361
C -3.29500 -27.82652 3.82748
C 1.11724 -26.08689 6.66103
C -6.94082 -32.14368 3.71948
C 0.61116 -29.45008 -1.02876
C 1.11988 -27.65191 10.04084
C 1.88042 -26.74691 5.50024
C -1.19160 -30.70391 0.32202
C -5.04770 -31.10902 5.17181
C 1.37569 -24.51316 6.59519
C 0.71916 -26.53289 9.17225
C -6.47719 -28.60764 7.53052
C 0.35345 -24.19861 2.73770
C -5.89262 -31.03247 3.94744
C -2.19447 -30.03343 1.33082
C -1.22272 -25.91563 7.62813
H -2.00839 -32.57563 -3.26345
H -1.25981 -24.86934 7.93145
H -2.96784 -27.46866 2.85125
H -4.91366 -22.50253 5.90610
H -7.84018 -30.39812 7.77326
H 0.56952 -27.51778 10.97209
H -4.79430 -23.79692 4.68576
H -6.01472 -21.72171 3.77078
H -7.02881 -23.34750 2.89049
H 2.41376 -24.29596 6.84683
H -8.17070 -22.44877 3.44381
H -1.35301 -33.13679 -1.93501
H -4.40385 -25.35730 2.02194
H -5.77602 -28.95239 4.04784
H -0.11720 -32.61885 0.11037
H -6.66026 -33.33890 1.22393
H -3.66044 -26.02988 4.92034
H 1.19818 -24.06176 5.61906
H -6.51469 -33.14691 3.71157
H -2.39820 -27.88735 4.44403
H -3.66781 -28.84874 3.89215
H -2.74299 -22.11899 1.50682
H -5.14891 -31.06762 3.15135
H -7.70881 -29.24552 9.07436
H -2.15785 -25.17004 2.90711
H -4.76638 -24.53826 0.74923
H -3.49616 -29.91982 -0.93727
H -4.44727 -32.01417 5.08068
H -6.42374 -27.83705 8.29957
H -6.03395 -25.66061 7.60731
H -1.85184 -32.79981 0.27939
H 0.06271 -28.97462 0.92269
H -1.08519 -29.04716 -3.32456
H 1.30217 -26.60176 4.58773
H 2.80235 -26.25335 5.19275
H 1.70104 -24.68030 9.65775
H 0.01417 -24.65095 3.66956
H -1.03635 -27.80745 8.43438
H -0.84495 -25.62167 5.61478
H -5.92579 -31.67892 1.34759
H -2.52162 -29.06301 0.95751
H -4.19531 -30.45094 5.34051
H -0.19639 -32.71811 -3.29019
H -5.56865 -31.13598 6.12888
H -3.15726 -30.54324 1.29554
H -2.25303 -26.06633 7.30588
H 1.59068 -29.04974 -0.76728
H -6.63980 -21.15381 6.32308
H -4.53188 -25.06243 7.24131
H -7.59196 -20.57131 4.93211
H -5.66082 -23.98629 8.09168
H -0.14084 -24.63538 9.69344
H 2.14802 -27.76784 10.38378
H -0.68265 -27.22178 6.10900
H -2.74899 -24.07296 0.17179
H 0.92105 -24.96210 2.20570
H -7.46274 -31.97847 0.53944
H -7.03724 -29.49092 4.68921
H -1.79663 -30.03473 2.34562
H -8.20827 -21.77119 5.82468
H -1.33617 -26.57562 9.68200
H -4.55384 -27.34044 5.34185
H -4.44900 -22.59798 1.41055
H 0.81397 -25.25449 10.93516
H -1.51526 -25.64878 1.36143
H 0.86765 -30.52567 0.78417
H -5.48975 -28.85130 7.13848
H 0.87823 -28.62182 9.60615
H 1.17863 -31.45077 -1.67636
H -1.02911 -30.43825 -4.34404
H 0.91356 -23.28819 2.95100
H -2.54282 -30.05490 -3.53452
H -1.00892 -32.35519 1.70351
H 0.96297 -30.43426 -2.91234
H 2.07215 -27.81664 5.58411
H -7.59770 -32.06477 4.58574
H -6.36687 -30.38113 8.69277
H 0.65715 -23.96359 7.20328
H 3.12758 -27.41763 8.38352
H 0.03397 -28.68245 -1.54421
H -3.45483 -22.84954 2.89934
```

=====

Here is a structure of composition C6F18NaO18S6 at a distorted geometry from the Open Molecules 2025 dataset. Energies are from the ωB97M-V functional and the def2-TZVPD basis.

Calculated values
spin multiplicity = 1
relative energy (zero: lowest compared OMol25 entry of this formula, charge and spin) = 31.8 kcal/mol
total charge = -5

```
49
C6F18NaO18S6 | the Open Molecules 2025 dataset | the ωB97M-V functional and the def2-TZVPD basis
S 2.33632 1.24008 3.36095
S 1.70614 -2.94905 -0.44144
S 1.31958 3.68594 -1.57803
S -0.63222 -2.41361 -4.38827
S -2.70013 -2.10343 0.76940
S -2.75513 2.46014 -0.48542
Na 0.24369 0.29770 0.17972
F -2.09960 4.99679 0.27138
F -4.17142 4.70708 -0.40951
F -3.52265 4.12540 1.64449
F -1.09703 0.27828 -3.74627
F -2.41427 -1.16306 -2.69582
F -3.52663 -3.74194 2.67736
F -0.33731 -0.95402 -2.07693
F 3.46141 3.12643 -3.07137
F 4.01979 3.59410 -1.04240
F 3.42645 5.22683 -2.36125
F 3.37272 -5.04838 0.07890
F 0.49338 -0.26097 4.64987
F 2.57076 -0.95572 5.06258
F -1.53585 -2.82415 2.96281
F 2.10779 -4.55029 1.75973
F 1.48629 -1.49853 3.23201
F 3.89406 -3.35717 1.30548
F -3.23537 -1.75203 3.40480
O -3.90504 1.58274 -0.15949
O 1.65348 -1.63688 0.21847
O -1.53594 1.98534 0.20928
O 3.71098 1.06039 2.87172
O 0.66967 -2.03954 -4.93197
O -2.76294 -3.31957 -0.13605
O 0.34277 -3.56119 -0.53275
O 0.97569 4.87763 -0.80554
O -2.53613 2.78927 -1.93279
O 1.34074 2.44297 -0.78642
O 2.42997 -2.98084 -1.74523
O -0.60189 -3.66292 -3.60572
O 1.37467 1.57022 2.31718
O -3.93211 -1.25030 0.63980
O 0.52346 3.57332 -2.83259
O -1.50158 -1.27396 0.62096
O -1.65609 -2.47965 -5.43720
O 2.27411 2.21417 4.41747
C 1.73636 -0.49148 4.09804
C -3.16025 4.17781 0.31831
C 3.23265 3.92146 -2.05507
C -2.77007 -2.68046 2.54378
C -1.15772 -0.94817 -3.15095
C 2.84446 -4.03675 0.79399
```

=====

Here is the molecule C4H10O2 from the Open Molecules 2025 dataset. Energies are from the ωB97M-V functional and the def2-TZVPD basis.

Calculated values
spin multiplicity = 1
relative energy (zero: lowest compared OMol25 entry of this formula, charge and spin) = 14.6 kcal/mol
SMILES = CC[C@@H](O)CO

```
16
C4H10O2 | the Open Molecules 2025 dataset | the ωB97M-V functional and the def2-TZVPD basis
O 0.29498 -0.49808 -1.54402
O 2.63054 0.16508 -0.50788
C 1.49210 0.62403 0.20757
C -2.16693 -0.60460 -0.19083
C -1.01126 0.27254 0.28333
C 0.33253 -0.30320 -0.14630
H 1.23459 1.65343 -0.08200
H 3.27319 0.88141 -0.55303
H -1.10933 1.27857 -0.14604
H 1.67666 0.60068 1.29175
H -2.18881 -1.55689 0.35108
H 0.49022 -1.27040 0.36388
H 1.21004 -0.68234 -1.80153
H -1.02516 0.38519 1.37602
H -2.03854 -0.82434 -1.25359
H -3.13318 -0.10979 -0.05320
```

=====

Here is a cluster of 2 separate species, C4H10S in total at a distorted geometry from the Open Molecules 2025 dataset. Energies are from the ωB97M-V functional and the def2-TZVPD basis.

Calculated values
spin multiplicity = 1
relative energy (zero: lowest compared OMol25 entry of this formula, charge and spin) = 38.2 kcal/mol
SMILES = C=CC.CS

```
15
C4H10S | the Open Molecules 2025 dataset | the ωB97M-V functional and the def2-TZVPD basis
S -0.01589 -0.88683 -1.52093
C 0.98498 -0.00953 1.58775
C 0.37601 -0.58350 2.62818
C -1.48978 -0.71731 -2.56527
C 0.83572 1.38640 1.04918
H -0.47569 -0.10065 3.09095
H 0.64597 -1.60650 2.84978
H 1.37885 -0.59500 0.77085
H -1.44943 0.26062 -3.04124
H -1.62444 -1.58998 -3.19175
H 1.57929 2.16793 1.26891
H -0.14448 1.76413 1.36897
H -2.36967 -0.60849 -1.92401
H 0.91106 1.44459 -0.03739
H 0.85750 -0.32587 -2.33399
```

=====

Here is the molecule C10H16N2O4S2 at a distorted geometry from the Open Molecules 2025 dataset. Energies are from the ωB97M-V functional and the def2-TZVPD basis.

Calculated values
spin multiplicity = 1
relative energy (zero: lowest compared OMol25 entry of this formula, charge and spin) = 0.8 kcal/mol
SMILES = COCCOC(=O)c1sc(=S)n(CCOC)c1N

```
34
C10H16N2O4S2 | the Open Molecules 2025 dataset | the ωB97M-V functional and the def2-TZVPD basis
S 2.61320 -3.38264 -0.10858
S -0.11478 -2.21194 -0.59479
O 3.63708 1.43576 -0.13419
O -1.68491 1.38899 -0.13406
O -5.25630 -0.37875 0.63295
O -2.49396 -0.54061 -1.00683
N 0.93555 1.26401 0.83416
N 1.83081 -0.89688 0.43922
C 0.80862 0.00902 0.36151
C -4.27127 -0.59171 1.61783
C -0.34468 -0.52631 -0.17136
C -4.88759 -0.77259 -0.66195
C -1.55132 0.21082 -0.42225
C 3.11976 -0.60002 1.02078
C 4.05618 0.09654 0.03549
C 4.41905 2.14951 -1.06093
C 1.54366 -2.14386 -0.05357
C -3.75641 0.05824 -1.28478
H 3.56376 -1.55502 1.31469
H 4.37361 1.68739 -2.05324
H 2.97144 0.03021 1.90036
H 5.46509 2.19618 -0.73885
H 4.00628 3.15488 -1.10748
H 0.13133 1.84807 0.62740
H -3.76863 1.08036 -0.89256
H 5.08167 0.07178 0.43036
H -3.44278 0.11851 1.52896
H -3.86851 0.08062 -2.37244
H -3.87492 -1.61265 1.56647
H -4.58269 -1.83020 -0.67546
H 1.85250 1.68637 0.77438
H -5.79227 -0.65024 -1.26085
H -4.76282 -0.44023 2.57708
H 4.04426 -0.43357 -0.92745
```

=====

Number 1: M 695.04 g mol⁻¹. Number 2: M 917.40 g mol⁻¹. Number 3: M 90.12 g mol⁻¹. Number 4: M 90.19 g mol⁻¹. Number 5: M 292.38 g mol⁻¹.